ORCA calculation (ωB97M-V with the def2-TZVPD basis set) on a cluster of 4 separate species, C2H11N8 in total at a distorted geometry.

Properties
Highest occupied orbital energy (spin up / spin down) = -10.15 / -13.42 eV
HOMO-LUMO gap (spin up / spin down) = 7.44 / 7.18 eV
Molar mass = 147.166 u
LUMO energy (spin up / spin down) = -2.7 / -6.2 eV
⟨S²⟩ = 2.017
Net charge = +1
2S+1 = 3

Positions of all 21 atoms, in Å:
C (-2.680, 1.613, 0.351)
C (0.541, 0.685, -0.500)
N (-2.914, 0.867, 1.229)
N (6.032, -0.332, 0.389)
N (4.963, 0.164, 0.365)
N (-2.344, 2.267, -0.630)
N (-1.528, -2.429, -0.255)
N (0.533, -0.530, 0.001)
N (4.101, 0.794, -0.056)
N (1.606, 1.449, -0.433)
H (-0.373, 1.210, -0.708)
H (-3.232, 1.023, 2.242)
H (6.575, -0.429, 1.333)
H (-2.772, 2.600, -1.442)
H (1.587, 2.451, -0.725)
H (-0.970, -2.406, -1.160)
H (-2.456, -1.957, -0.425)
H (-0.322, -0.951, 0.329)
H (1.475, -0.947, 0.110)
H (2.540, 1.073, -0.351)
H (-1.655, -3.393, 0.071)

Results of the Mulliken charge analysis, in e, for atoms 1 through 6: 0.50 0.30 -0.43 -0.55 0.63 -0.56